Below is a molecular structure, C30H26BrMnN7O6S, with properties calculated with ωB97M-V/def2-TZVPD.

Geometry (Å):
Mn1 -0.284 -0.386 0.595
C1 2.398 0.854 0.525
N1 1.112 1.391 0.955
C2 0.722 1.842 2.282
C3 -0.783 1.853 2.179
N2 -1.412 1.255 1.172
C4 -2.777 1.378 1.441
C5 -3.882 0.923 0.729
C6 -5.127 1.210 1.251
C7 -5.275 1.936 2.442
C8 -4.184 2.398 3.151
C9 -2.935 2.097 2.623
N3 -1.642 2.385 3.054
C10 2.042 0.247 -0.814
N4 0.773 0.013 -1.136
C11 0.776 -0.390 -2.475
C12 -0.276 -0.666 -3.343
C13 0.053 -1.028 -4.632
C14 1.390 -1.118 -5.054
C15 2.439 -0.813 -4.210
C16 2.095 -0.435 -2.919
N5 2.865 -0.016 -1.832
H1 2.735 0.089 1.226
H2 3.181 1.608 0.410
H3 0.786 2.059 0.265
H4 1.108 2.828 2.557
H5 1.033 1.110 3.032
H6 -3.770 0.377 -0.199
H7 -6.013 0.875 0.729
H8 -6.270 2.140 2.813
H9 -4.299 2.959 4.068
H10 -1.386 2.884 3.891
H11 -1.307 -0.603 -3.021
H12 -0.736 -1.261 -5.335
H13 1.603 -1.442 -6.063
H14 3.468 -0.881 -4.538
H15 3.865 0.104 -1.824
C17 -2.573 -2.695 0.313
O1 -1.328 -2.372 -0.352
C18 -1.125 -3.053 -1.552
C19 -2.167 -3.327 -2.415
C20 -1.887 -3.926 -3.634
Br1 -3.312 -4.286 -4.822
C21 -0.595 -4.227 -3.999
C22 0.458 -3.957 -3.125
C23 0.189 -3.401 -1.875
O2 1.221 -3.139 -1.036
C24 1.825 -4.175 -3.620
N6 2.098 -4.361 -4.885
C25 3.476 -4.444 -4.948
C26 4.312 -4.626 -6.052
C27 5.673 -4.657 -5.830
C28 6.209 -4.516 -4.539
C29 5.400 -4.337 -3.435
C30 4.028 -4.301 -3.668
N7 2.945 -4.130 -2.834
H16 -2.701 -3.776 0.331
H17 -3.415 -2.231 -0.201
H18 -2.496 -2.315 1.325
H19 -3.188 -3.075 -2.163
H20 -0.364 -4.656 -4.964
H21 0.924 -2.858 -0.158
H22 3.893 -4.744 -7.043
H23 6.347 -4.801 -6.664
H24 7.283 -4.556 -4.408
H25 5.818 -4.244 -2.440
H26 2.937 -3.987 -1.840
O3 1.069 -1.634 1.158
S1 0.488 -1.857 2.596
O4 0.198 -3.226 2.822
O5 -0.810 -1.034 2.292
O6 1.289 -1.134 3.537

The calculated total energy comes out at -166444.2366 eV. As for the charge: +1. As for the energy relative to the best compared isomer or geometry (same formula, charge and spin): 5.7 kcal per mole. The largest force on an atom comes out at 0.2 eV Å⁻¹. As for the LUMO energy (alpha / beta): -4.835 / -3.533 eV. The spin multiplicity is 5. As for the expectation value of S²: 6.074.

These are the Mulliken partial charges, in e, on atoms 1 to 2: atom 1 (Mn): 0.910, atom 2 (C): -1.058